# C3H6ClNS2

The molecule C3H6ClNS2 in a non-equilibrium geometry (wB97M-V/def2-TZVPD, OMol25).

Output
**E_HOMO**: -8.5551 eV
**Structure (SMILES)**: S=C(CCCl)NS
**ΔE to the lowest compared entry with this formula, charge and spin**: 15.5 kcal per mole
**HOMO-LUMO gap**: 9.071 eV

ORCA input file:
```
! wB97M-V def2-TZVPD RIJCOSX def2/J DEFGRID3
* xyz 0 1
C 0.34 0.65 0.35
S 1.08 1.88 -0.50
H -1.85 1.18 -0.82
S 2.29 -1.34 -0.12
H 2.84 -1.05 1.03
H -1.10 0.06 1.94
N 0.84 -0.62 0.49
C -2.10 0.61 0.06
H -3.07 0.97 0.41
H 0.14 -1.23 0.92
Cl -2.30 -1.07 -0.44
H -1.11 1.81 1.39
C -1.00 0.77 1.10
*
```

Atomic partial charges in e from the natural (NBO) method, atoms 1 to 5:
1. C 0.123
2. S -0.131
3. H 0.234
4. S 0.239
5. H 0.110

---

# C24H46ClN6O7P

A cluster of 6 separate species, C24H46ClN6O7P in total in a non-equilibrium geometry (wB97M-V/def2-TZVPD, OMol25).

Output
**E_HOMO**: -7.9443 eV
**Structure (SMILES)**: N=[PH2]C1=C(CCCCl)C(=O)C=CC1=O.CNC(C)=O.CNC(C)=O.CNC(C)=O.CNC(C)=O.CNC(C)=O
**HOMO-LUMO gap**: 6.142 eV

ORCA input file:
```
! wB97M-V def2-TZVPD RIJCOSX def2/J DEFGRID3
* xyz 0 1
C -0.77 2.83 -3.23
O -1.52 0.63 1.61
C 1.28 -9.57 4.01
H -0.02 -5.43 0.22
Cl -0.63 5.81 -2.01
H -0.71 -10.38 0.98
C -0.60 -3.21 5.81
H -1.72 11.43 -3.00
H 3.87 0.28 -5.35
O -3.55 -3.21 0.66
C 3.83 0.95 -4.49
H 1.73 4.83 -2.09
H -2.04 -6.07 5.85
H 7.17 0.85 -6.11
N -0.61 -9.03 2.53
N -1.83 -4.64 0.81
H -2.47 -5.31 0.40
C -3.39 10.46 -1.34
C 6.74 0.92 -5.11
C 0.84 5.05 -2.85
H 2.02 -9.07 3.39
H -3.68 2.30 0.42
C -0.53 -3.00 7.30
H 1.26 -10.64 3.78
H -4.16 10.20 -0.60
O -2.96 8.10 -1.32
C 4.60 2.21 -4.78
N -2.49 4.47 0.39
H -1.43 -4.24 4.32
H 0.18 -2.21 7.53
C -1.18 2.01 -0.62
H -1.75 3.46 -3.15
H -0.21 -3.92 7.79
P -2.75 3.07 -0.39
N -1.67 9.33 -2.69
H 2.89 0.31 -0.52
O 1.25 0.41 -3.11
H -0.97 2.02 -4.09
H -0.56 -5.90 1.84
H -1.23 8.45 -2.93
C -1.53 -2.33 1.59
H -2.11 -1.40 1.67
C -2.67 9.21 -1.77
C -0.49 -5.07 1.14
H -3.88 10.92 -2.20
H -2.80 5.26 -0.23
C 0.93 0.93 -1.90
C -0.03 -9.61 1.34
C 1.73 0.58 -0.50
H -3.36 3.25 -1.69
H 4.25 0.46 -3.61
C -0.39 1.96 -1.88
O 4.06 3.32 -4.77
H -2.26 -4.87 7.15
H 1.46 0.44 1.82
H 0.11 -4.27 1.57
C 0.92 0.65 0.78
C -2.38 -3.41 0.99
O -0.71 -8.44 4.69
N -1.44 -4.16 5.33
H 6.37 3.00 -5.23
H 1.27 5.88 -3.59
H 0.05 -8.82 0.59
H -0.13 10.64 -3.09
H -2.69 11.15 -0.87
H -1.31 10.41 -4.41
H 6.17 0.01 -4.89
H -3.34 -4.85 5.74
H 0.26 4.00 -4.90
H -1.53 -8.60 2.46
H 1.48 3.03 -3.79
C -1.19 10.53 -3.33
C -0.66 1.07 0.67
H 0.96 -10.04 1.53
H -1.52 -2.70 7.68
H -1.21 -2.62 2.60
H -0.66 -2.14 0.95
C -0.08 -8.97 3.79
H 1.57 -9.45 5.06
O 0.09 -2.55 5.03
H 7.54 1.02 -4.37
N 5.93 2.11 -5.05
C -2.32 -5.03 6.08
C 0.51 3.73 -3.77
H 2.79 1.19 -4.29
*
```

Atomic partial charges in e from the Löwdin method, atoms 1 to 5:
1. C -0.182
2. O -0.064
3. C -0.013
4. H 0.080
5. Cl 0.528

---

# C37H78BClF3NO11PS

A cluster of 4 separate species, C37H78BClF3NO11PS in total in a non-equilibrium geometry (wB97M-V/def2-TZVPD, OMol25).

Output
**E_HOMO**: -10.5221 eV
**HOMO-LUMO gap**: 6.151 eV

ORCA input file:
```
! wB97M-V def2-TZVPD RIJCOSX def2/J DEFGRID3
* xyz 1 1
C -0.21 -2.72 3.37
B 2.83 3.02 0.77
C -6.43 -0.05 8.55
H 5.25 3.09 -3.57
C 1.90 -1.43 -1.96
H -2.08 -1.53 -3.78
H -10.01 -2.65 1.10
H -0.77 4.30 1.17
C -5.44 -0.16 5.40
O -10.54 -2.05 -0.78
H -4.66 -0.60 4.77
C -2.96 -2.02 -3.25
H 9.62 2.18 -1.14
H 0.29 -2.25 -0.69
H 1.46 4.94 1.70
C -1.77 -2.87 5.14
O -7.96 -1.52 -2.15
H 11.64 0.59 -0.39
H 15.09 -0.14 -1.63
C -4.87 0.10 6.78
C -2.70 -3.56 -2.89
H -7.92 -0.09 4.30
H -3.20 -1.41 -2.33
H 2.65 -2.05 -1.39
H -0.20 4.94 -2.69
H -3.27 -2.91 0.90
C 1.35 3.23 -1.25
C -1.63 3.67 -3.82
H -1.55 -3.25 -1.03
C 1.16 3.98 2.21
C -0.06 -3.09 -2.70
C 0.37 -1.87 -1.77
C -3.13 -3.29 1.92
C -0.79 -2.97 1.99
F -2.14 4.69 -4.65
O -1.86 -3.91 2.03
H -10.04 -0.08 -1.26
H 2.14 -1.57 -3.07
O -4.14 -1.96 -4.10
C 4.92 1.11 -0.99
H 6.06 2.80 0.08
H -3.98 0.73 6.69
F -0.58 3.10 -4.54
O 5.36 4.56 -1.70
H -0.01 -3.40 1.35
P 4.45 3.63 -2.49
H -5.76 0.78 4.93
H 10.41 -1.53 -2.34
H -1.05 -3.18 5.91
H 6.99 1.61 -2.53
H -9.52 -2.39 -3.23
H 12.92 -1.51 -1.73
C 12.88 -0.42 -2.03
H -0.98 3.56 2.84
Cl 1.35 -0.02 0.80
H 13.93 0.33 -0.23
H -8.87 -1.51 0.35
O -6.51 -1.09 5.44
O 3.93 3.93 0.86
H -1.95 5.20 -2.28
C 8.76 1.44 -1.10
O -1.16 3.55 -1.33
H -9.19 -0.68 -3.54
C 6.25 1.80 -0.44
F -2.68 2.80 -3.59
H -10.46 -0.93 0.96
C -7.78 -0.47 5.32
H -6.66 -2.85 -1.30
H -5.39 -0.50 -3.27
C -1.36 -3.77 -2.03
H 10.02 -1.16 -0.56
H 9.24 0.66 -3.12
H -3.73 0.09 -3.80
C 11.55 0.25 -1.46
H 8.75 1.02 -0.05
H -4.56 -0.84 7.26
C -10.31 -1.02 -1.75
H -3.89 -4.04 2.12
C 9.05 0.20 -2.10
H 8.07 -0.37 -2.19
H -7.90 0.35 6.04
H -8.55 -1.22 5.52
H -3.56 -3.86 -2.20
H 5.22 0.39 -1.82
C -1.17 4.39 -2.48
H 0.76 -3.86 -2.84
H 3.42 4.40 -3.11
O -1.14 -2.02 4.20
H -0.34 1.81 -0.57
H -6.87 -0.93 8.08
H 7.50 3.20 -1.64
O 2.05 2.86 1.97
H -1.11 -2.03 1.52
H -11.26 -0.87 -2.28
H 1.23 4.13 -0.55
H 12.90 -0.29 -3.16
H 1.61 3.66 -2.26
H -2.73 -4.20 -3.83
H -2.20 -3.75 4.67
C -0.10 2.57 -1.38
O -5.79 0.80 7.60
H -4.99 -0.29 -5.11
H -7.35 -3.37 -2.85
H -7.23 0.52 9.03
H -8.34 -3.42 -1.36
H 0.10 -3.66 3.84
C 3.82 2.12 -1.55
C -9.93 -1.76 0.47
N 2.02 0.82 -0.55
H -0.11 1.97 -2.36
H 11.38 1.20 -2.09
H -0.36 -2.75 -3.74
C 7.37 2.07 -1.56
C -9.25 -1.44 -2.76
C 2.47 2.26 -0.65
H 14.10 1.45 -1.72
H 4.54 0.44 -0.14
C -0.36 3.53 1.88
H -2.57 -2.31 5.62
H -0.42 2.47 1.51
H 6.66 1.11 0.38
C 2.19 0.09 -1.65
H -5.71 -0.35 9.32
H 1.17 4.19 3.33
C -4.61 -0.58 -4.09
C 14.11 0.38 -1.35
H 3.88 4.36 1.74
C 10.25 -0.71 -1.58
H -0.31 -0.97 -1.84
H 0.67 -2.08 3.28
H -1.19 -4.87 -1.77
C -7.57 -2.87 -1.90
H -3.25 -2.47 2.64
S 2.95 1.15 -2.93
*
```

Atomic partial charges in e from the Löwdin method, atoms 1 to 5:
1. C -0.200
2. B -0.511
3. C -0.107
4. H 0.050
5. C -0.146

---

# C37H51AsCl2GeN3O2SSeTl

A structure of composition C37H51AsCl2GeN3O2SSeTl (wB97M-V/def2-TZVPD, OMol25).

Output
**E_HOMO**: -0.9865 eV
**ΔE to the lowest compared entry with this formula, charge and spin**: 0.0 kcal per mole
**HOMO-LUMO gap**: 4.714 eV

ORCA input file:
```
! wB97M-V def2-TZVPD RIJCOSX def2/J DEFGRID3
* xyz -2 1
Tl -0.04 1.64 1.07
C -0.01 3.35 -1.69
H -4.56 1.20 -1.14
C -1.29 4.30 -4.19
N 0.66 2.91 -0.67
C 5.65 -2.18 -1.94
H -0.17 6.11 -3.82
H 2.57 3.83 -0.61
H -2.42 -0.73 0.97
H 1.62 -5.48 -2.56
C -1.62 3.07 -3.63
C 6.16 -2.64 -0.73
H -4.87 -3.34 4.36
H -3.02 2.39 0.44
H -2.87 -2.77 2.94
C 0.51 -0.31 -4.41
C 0.70 -1.20 -3.36
H 1.48 -6.71 1.67
H -3.80 2.58 4.88
H -2.34 2.41 -4.11
H -3.43 -3.03 5.36
H 0.82 1.69 -5.13
H 0.29 -2.20 -3.41
H -1.35 -4.30 -0.46
C -0.42 -3.72 -0.48
C -4.15 -2.58 4.67
H 3.53 -4.55 0.53
C -3.87 2.69 1.06
H -0.32 -3.25 -1.46
H -5.29 2.34 3.96
Cl -1.58 1.10 -1.82
H 6.13 -2.43 1.40
H 2.20 -6.77 -1.50
Ge 1.09 -4.92 -0.12
N -2.47 -0.94 3.80
H -4.16 -1.59 2.75
H 2.55 -3.16 1.01
N -4.08 0.66 4.04
H -6.16 0.84 5.77
C -2.21 -1.59 0.34
C 1.73 1.38 -3.22
C -4.60 1.86 4.66
C -1.04 2.65 -2.45
C 4.33 -0.54 -0.76
H -4.69 -1.79 5.20
C 3.62 3.73 -0.93
C -5.34 1.55 5.96
C 1.02 0.98 -4.34
H -4.65 1.10 6.67
C 5.75 -2.06 0.46
C 2.72 -3.89 0.22
C 5.71 4.67 -1.67
H 5.96 -2.64 -2.87
C -3.43 -1.99 3.46
H 7.25 3.27 -2.20
H -3.00 -2.32 0.46
C 4.73 -1.13 -1.96
H 0.48 -6.66 -1.90
H 6.32 5.54 -1.90
H -0.07 -0.61 -5.28
H -2.14 -1.27 -0.70
Se -0.51 -2.34 0.89
C 5.45 2.29 -1.56
Cl 1.13 5.85 -1.42
H -1.74 4.64 -5.11
H 3.04 -3.36 -0.67
C -2.91 0.24 4.41
H 5.87 1.30 -1.69
H -3.54 2.72 2.10
H -1.62 -1.27 4.23
H 6.87 -3.45 -0.72
S -1.80 0.94 5.53
H -4.43 0.46 2.33
O -4.63 0.41 1.35
H -5.73 2.51 -0.97
C 1.41 -0.80 -2.24
H -4.17 3.70 0.75
C 1.93 0.49 -2.18
C 4.83 -1.01 0.44
H 4.47 -0.57 1.36
H 2.10 2.40 -3.14
C 4.15 2.46 -1.11
H -6.23 0.83 -0.67
C -5.01 1.69 0.89
C 6.23 3.40 -1.84
As 3.05 0.93 -0.68
C 1.38 -6.08 -1.68
H 0.46 -5.39 2.29
H -5.87 2.05 1.47
C -5.41 1.55 -0.56
H -5.77 2.45 6.41
C 0.66 -6.03 1.43
H 4.32 -0.79 -2.90
C 0.16 4.67 -2.30
H 3.98 5.83 -1.11
C 4.41 4.84 -1.22
C -0.40 5.11 -3.47
O 2.46 0.88 0.86
H -0.24 -6.62 1.24
H 1.54 -1.48 -1.40
*
```

Atomic partial charges in e from the Löwdin method, atoms 1 to 5:
1. Tl 0.641
2. C -0.599
3. H 0.055
4. C -0.171
5. N -0.215

---

# C15H25N3O7S3

A structure of composition C15H25N3O7S3 in a non-equilibrium geometry (wB97M-V/def2-TZVPD, OMol25).

Output
**E_HOMO**: -8.7962 eV
**HOMO-LUMO gap**: 7.889 eV

ORCA input file:
```
! wB97M-V def2-TZVPD RIJCOSX def2/J DEFGRID3
* xyz 0 1
C 3.43 -3.72 1.35
H 1.90 -1.26 -3.76
O -1.75 -0.70 4.71
H -3.13 1.04 6.14
H 1.72 -0.61 -2.06
C -0.11 1.64 -4.59
H 4.30 -3.99 2.00
H -3.49 3.42 4.23
C 1.85 5.42 -2.57
H -0.91 1.29 -3.94
O -0.05 -2.96 -3.51
S 1.13 2.43 -3.61
H -3.60 -0.41 1.74
H -0.08 5.11 -1.72
O 1.43 1.60 -2.48
H 2.74 4.85 -2.87
C 1.77 -4.26 -0.57
N 0.84 -0.89 0.96
H 0.36 0.79 -5.09
C 2.70 -2.43 1.58
H 2.15 6.12 -1.79
S 1.71 -0.27 2.24
C 0.75 4.50 -2.07
N 2.91 -1.40 2.50
C -3.64 1.57 5.33
H -0.83 -4.68 -1.47
H 1.09 3.90 -1.23
H 1.47 -4.98 -1.38
C 1.50 -2.08 0.72
H 3.48 -5.59 0.07
H -1.95 2.82 4.82
O -3.68 0.76 4.15
H -3.09 3.56 5.95
H -2.19 -1.49 1.92
H -2.01 -3.32 -1.87
C 0.45 -2.43 -2.54
H -3.63 -1.74 2.95
C 1.76 -1.55 -2.68
C 2.97 -4.62 0.29
C -3.01 -1.00 2.44
H -4.67 1.71 5.65
O 0.24 3.67 -3.12
H -1.59 -3.72 -0.14
C -1.17 -3.65 -1.19
S -2.30 0.09 3.64
C 1.05 -3.02 -0.37
C -3.01 2.92 5.07
O -1.53 1.08 2.95
H -0.48 2.34 -5.33
O 2.16 2.91 -4.49
H 1.52 5.98 -3.44
N -0.10 -2.62 -1.19
H 2.66 -2.15 -2.34
*
```

Atomic partial charges in e from the natural (NBO) method, atoms 1 to 5:
1. C -0.243
2. H 0.236
3. O -0.931
4. H 0.197
5. H 0.267

---

# C8H15N2

The ion C8H15N2 with charge +1 in a non-equilibrium geometry (wB97M-V/def2-TZVPD, OMol25).

Output
**E_HOMO**: -12.2742 eV
**Structure (SMILES)**: C=CCN1CC[N@@H+](C)C1=C
**ΔE to the lowest compared entry with this formula, charge and spin**: 101.7 kcal per mole
**HOMO-LUMO gap**: 9.410 eV

ORCA input file:
```
! wB97M-V def2-TZVPD RIJCOSX def2/J DEFGRID3
* xyz 1 1
C -0.52 -2.47 1.03
H 2.29 0.66 -0.56
H 0.39 -2.73 1.59
H 1.43 0.59 2.32
C 1.14 0.25 1.27
H -0.98 0.46 -2.65
H -0.88 -4.51 0.89
H 1.56 -0.79 1.17
C 1.74 1.29 0.24
H -2.26 -3.54 0.20
H -2.14 -0.89 0.95
C -1.10 -1.05 1.21
H -1.10 -1.05 2.25
N -0.25 -0.02 0.77
H 2.35 2.01 0.72
H 0.10 2.44 0.22
C -0.82 0.24 -1.65
H 0.26 1.83 -2.54
C -0.31 0.68 -0.48
C -1.19 -3.49 0.65
H 1.31 3.06 -2.08
N 0.61 1.89 -0.49
H -0.57 3.13 -1.89
H -1.44 -0.63 -1.34
C 0.38 2.62 -1.81
*
```

Atomic partial charges in e from the natural (NBO) method, atoms 1 to 5:
1. C -0.253
2. H 0.241
3. H 0.209
4. H 0.231
5. C -0.231

---

# C23H23BiBrN7OPS2SbSe4

A structure of composition C23H23BiBrN7OPS2SbSe4 (wB97M-V/def2-TZVPD, OMol25).

Output
**E_HOMO**: -1.0074 eV
**ΔE to the lowest compared entry with this formula, charge and spin**: 28.3 kcal per mole
**HOMO-LUMO gap**: 4.891 eV

ORCA input file:
```
! wB97M-V def2-TZVPD RIJCOSX def2/J DEFGRID3
* xyz -2 1
H 4.92 -1.34 -2.91
C -3.11 -0.41 0.77
H 0.50 7.55 -0.86
H 4.51 -2.61 1.18
H 6.46 -2.71 -0.04
C 3.01 -1.09 -1.92
C 0.05 5.57 -0.19
N -1.06 -1.84 -2.10
H -5.14 -2.18 0.85
C 0.42 4.23 -0.11
Se -1.21 -1.58 5.64
H -4.11 -2.96 2.08
C 0.83 6.52 -0.82
Bi 0.26 0.77 0.23
N -2.41 -3.43 -1.34
H 2.66 6.85 -1.91
C 1.64 3.84 -0.69
H -1.72 1.17 3.14
P -3.46 -0.89 -0.95
H 3.35 4.49 -1.78
H -5.47 -1.91 2.57
C -5.24 1.31 -2.43
S -0.68 3.14 0.70
C -0.50 -3.06 -2.32
Br 2.20 -0.31 -3.46
C 2.03 6.13 -1.40
S 2.27 2.20 -0.66
N -3.80 -0.92 1.82
H 2.16 -1.88 1.08
C -2.20 -2.09 -1.48
H -1.18 -5.11 -1.78
C 4.89 -2.05 -0.88
Se 1.15 0.47 2.83
N -1.68 1.06 -1.99
H -5.63 1.30 -1.41
C -4.68 -2.07 1.83
C 2.80 -1.78 0.21
O 6.20 -2.42 -0.92
C -2.36 0.54 2.54
Se 3.47 0.13 2.94
C -2.90 0.62 -1.82
C 4.34 -1.48 -2.02
N 2.25 -1.22 -0.86
C -3.46 -4.09 -0.60
N -2.24 0.49 1.19
C 4.11 -2.21 0.26
H -3.59 -0.67 3.93
C 2.42 4.80 -1.33
C -3.09 2.45 -3.01
Sb 0.35 -2.09 3.81
H -5.55 0.40 -2.94
H -0.92 2.78 -2.98
H -3.12 -4.31 0.42
H -5.66 2.17 -2.96
C -1.30 -4.05 -1.84
H 0.47 -3.15 -2.79
N -3.81 1.44 -2.42
Se -0.95 -2.90 1.85
H -3.58 3.25 -3.54
C -1.78 2.20 -2.73
C -3.31 -0.34 2.95
H -4.33 -3.44 -0.56
H -0.90 5.86 0.26
H -3.73 -5.01 -1.12
*
```

Atomic partial charges in e from the natural (NBO) method, atoms 1 to 5:
1. H 0.229
2. C 0.079
3. H 0.191
4. H 0.232
5. H 0.480

---

Per-record LUMO energy, Ha: 0.019; -0.066; -0.161; 0.137; -0.033; -0.105; 0.143